Record 1
# C6H11N4

A 2-piece molecular cluster, C6H11N4 overall in a non-equilibrium geometry (ωB97M-V with the def2-TZVPD basis set, the Open Molecules 2025 dataset).

```
21
Properties=species:S:1:pos:R:3
C 3.932 0.200 0.199
C 3.157 -0.894 0.297
C -2.885 1.059 -0.686
C -3.029 0.686 0.814
C -1.728 0.296 0.102
C -1.642 -1.090 -0.074
N 3.117 1.198 -0.261
N 1.881 -0.566 -0.147
N 1.882 0.680 -0.422
N -0.487 -1.749 -0.289
H 4.965 0.367 0.534
H 3.302 -1.926 0.670
H -3.451 0.780 -1.576
H -2.597 2.070 -0.917
H -2.855 1.450 1.554
H -3.438 -0.218 1.098
H -2.542 -1.642 -0.276
H -0.846 0.980 0.325
H 0.402 -1.218 -0.321
H -0.435 -2.703 -0.307
H 3.296 2.242 -0.319
```

Computed properties:
Highest occupied orbital energy ... -13.576 eV
Total charge ... +1
Energy above the lowest of the compared OMol25 structures with the same formula, charge and spin ... 252.2 kJ/mol
Frontier orbital gap ... 9.65 eV

---

Record 2
# C6H12N2

A 2-piece molecular cluster, C6H12N2 overall in a non-equilibrium geometry (ωB97M-V with the def2-TZVPD basis set, the Open Molecules 2025 dataset).

```
20
Properties=species:S:1:pos:R:3
C 0.319 1.198 1.554
C 0.989 0.683 2.864
H 0.783 0.778 0.664
H -0.682 0.766 1.547
H 0.279 2.281 1.613
H 0.206 0.738 3.628
H 1.317 -0.328 2.723
H 1.738 1.355 3.270
C 0.741 0.148 -2.812
C -0.136 -0.459 -1.762
C -1.471 -0.357 -1.480
C -0.525 -1.721 -0.073
N 0.448 -1.318 -0.853
N -1.704 -1.149 -0.409
H 1.615 0.520 -2.298
H 0.261 0.955 -3.342
H -2.166 0.156 -2.129
H -0.448 -2.265 0.853
H -2.643 -1.358 -0.046
H 1.079 -0.622 -3.510
```

Computed properties:
Highest occupied orbital energy (alpha / beta) ... 1.138 / -4.894 eV
Total charge ... -1
Multiplicity ... 2
Energy above the lowest of the compared OMol25 structures with the same formula, charge and spin ... 12.9 kJ/mol
Frontier orbital gap (alpha / beta) ... 2.80 / 8.70 eV

---

Record 3
# C2ClF3O

A 2-piece molecular cluster, C2ClF3O overall in a non-equilibrium geometry (ωB97M-V with the def2-TZVPD basis set, the Open Molecules 2025 dataset).

```
7
Properties=species:S:1:pos:R:3
C -1.275 0.272 0.208
C 1.255 -0.473 -0.360
O -0.788 -0.184 1.152
F -2.089 -0.346 -0.605
F -1.080 1.406 -0.471
F 1.705 -1.477 0.328
Cl 2.271 0.803 -0.253
```

Computed properties:
Highest occupied orbital energy ... -10.034 eV
Total charge ... 0
Energy above the lowest of the compared OMol25 structures with the same formula, charge and spin ... 217.3 kJ/mol
Frontier orbital gap ... 9.70 eV

---

Record 4
# C4H14N

A 2-piece molecular cluster, C4H14N overall in a non-equilibrium geometry (ωB97M-V with the def2-TZVPD basis set, the Open Molecules 2025 dataset).

```
19
Properties=species:S:1:pos:R:3
C -2.293 0.633 -0.434
C -2.719 0.352 -1.864
H -2.984 1.418 0.045
H -2.288 -0.332 0.175
H -1.288 1.164 -0.392
H -2.864 1.213 -2.532
H -3.580 -0.353 -1.635
H -1.876 -0.113 -2.564
C 1.473 -0.917 0.511
C 2.976 -0.491 0.740
N 0.614 0.278 0.981
H 1.205 -1.191 -0.601
H 1.351 -1.883 1.111
H 3.560 -0.152 -0.101
H 3.617 -1.259 1.382
H 1.179 1.072 1.172
H -0.221 0.649 0.265
H 0.141 -0.136 1.820
H 3.129 0.491 1.265
```

Computed properties:
Highest occupied orbital energy ... -14.988 eV
Total charge ... +1
Energy above the lowest of the compared OMol25 structures with the same formula, charge and spin ... 227.4 kJ/mol
Frontier orbital gap ... 11.54 eV

---

Record 5
# H34O17

A 17-piece molecular cluster, H34O17 overall in a non-equilibrium geometry (ωB97M-V with the def2-TZVPD basis set, the Open Molecules 2025 dataset).

```
51
Properties=species:S:1:pos:R:3
O -22.611 -7.924 -7.194
H -23.227 -7.289 -7.542
H -23.230 -8.362 -6.602
O -20.414 -4.471 -10.606
H -20.219 -3.956 -11.367
H -20.701 -3.842 -9.935
O -21.375 -4.689 -7.910
H -22.181 -4.979 -7.440
H -20.755 -4.675 -7.174
O -23.846 -5.813 -8.528
H -24.665 -6.062 -8.974
H -23.065 -5.932 -9.027
O -24.415 -3.102 -7.709
H -24.048 -3.579 -7.012
H -25.317 -3.331 -7.521
O -25.342 -6.377 -6.326
H -25.715 -5.796 -5.656
H -24.847 -5.719 -6.833
O -20.725 -6.799 -5.484
H -20.933 -7.525 -4.902
H -21.235 -7.084 -6.283
O -23.390 -6.664 -4.065
H -23.831 -7.501 -4.306
H -23.149 -6.262 -4.910
O -18.852 -6.491 -8.250
H -19.760 -6.214 -8.385
H -18.458 -5.666 -8.474
O -19.735 -2.173 -8.309
H -19.840 -1.927 -7.343
H -19.489 -1.331 -8.697
O -22.195 -1.609 -9.073
H -21.353 -1.933 -8.736
H -22.715 -2.443 -9.186
O -21.679 -6.906 -9.947
H -21.088 -7.636 -10.117
H -21.161 -6.137 -10.134
O -20.896 -4.101 -4.169
H -20.296 -3.989 -4.919
H -20.876 -5.033 -3.929
O -23.270 -4.418 -5.744
H -22.520 -4.052 -5.276
H -24.049 -4.293 -5.133
O -19.309 -4.371 -6.241
H -19.149 -5.349 -6.187
H -18.548 -4.049 -5.732
O -23.242 -3.875 -10.329
H -23.658 -4.074 -9.486
H -23.810 -3.173 -10.541
O -17.610 -3.891 -8.565
H -17.641 -3.272 -9.320
H -18.363 -3.592 -8.036
```

Computed properties:
Highest occupied orbital energy ... -10.161 eV
Total charge ... 0
Energy above the lowest of the compared OMol25 structures with the same formula, charge and spin ... 166.5 kJ/mol
Frontier orbital gap ... 10.04 eV

---

Record 6
# C17H26N4O3

One molecule with the formula C17H26N4O3 (ωB97M-V with the def2-TZVPD basis set, the Open Molecules 2025 dataset).

```
50
Properties=species:S:1:pos:R:3
C -2.324 -1.739 2.925
N -2.876 -1.455 1.610
C -4.333 -1.459 1.690
C -4.985 -1.244 0.335
C -4.513 0.073 -0.264
C -2.992 0.100 -0.294
C -2.398 -0.181 1.093
C -0.880 -0.172 0.940
O -0.248 -1.213 0.858
N -0.224 1.027 0.831
C 1.228 0.927 0.689
C 1.635 0.628 -0.754
C 3.143 0.617 -0.859
O 3.802 1.632 -0.726
N 3.703 -0.606 -1.068
C 5.136 -0.790 -1.151
C 5.575 -1.257 -2.497
N 6.180 -2.355 -2.793
C 6.357 -2.294 -4.171
C 5.837 -1.141 -4.626
O 5.324 -0.460 -3.559
C -0.675 2.399 0.814
C -2.021 2.984 1.107
C -0.874 3.211 2.060
H -1.243 -1.829 2.870
H -2.587 -0.956 3.659
H -2.728 -2.685 3.286
H -4.637 -2.419 2.109
H -4.687 -0.677 2.391
H -4.712 -2.070 -0.327
H -6.070 -1.256 0.450
H -4.913 0.213 -1.270
H -4.884 0.905 0.346
H -2.620 -0.676 -0.968
H -2.625 1.059 -0.661
H -2.692 0.613 1.796
H 1.668 1.871 1.008
H 1.589 0.135 1.343
H 1.193 -0.320 -1.058
H 1.269 1.418 -1.412
H 3.102 -1.409 -1.138
H 5.585 0.178 -0.924
H 5.484 -1.521 -0.423
H 6.843 -3.080 -4.722
H 5.743 -0.677 -5.590
H -0.164 2.928 0.015
H -2.321 3.801 0.464
H -2.845 2.382 1.449
H -0.909 2.653 2.986
H -0.419 4.189 2.131
```

Computed properties:
Highest occupied orbital energy ... -8.673 eV
Total charge ... 0
Energy above the lowest of the compared OMol25 structures with the same formula, charge and spin ... 222.6 kJ/mol
Frontier orbital gap ... 9.49 eV

---

no.,DFT total energy (a.u.)
1,-453.92220
2,-345.27529
3,-911.14290
4,-215.22231
5,-1299.46655
6,-1108.11493